# 1
The ion C4H12N3 with charge +1. Source: the Open Molecules 2025 dataset; level of theory: ωB97M-V with the def2-TZVPD basis set.

The orbital gap is 10.34 eV. The value obtained for the energy above the lowest of the compared OMol25 structures with the same formula, charge and spin is 47.9 kcal/mol. As for the molecular weight: 102.2 g/mol. As for the LUMO energy: -3.611 eV. Its total charge is +1. The spin multiplicity is 1. As for the highest occupied orbital energy: -14.0 eV.

Each line ends with the Löwdin charge.
Cartesian coordinates (Å):
C  0.7369  1.9960  -0.2909  -0.0025
C  0.5086  0.5587  0.3135  -0.3810
C  1.6959  -0.2803  0.0035  -0.1636
N  1.2059  -1.7620  0.0675  0.0027
N  -0.6984  -0.0326  -0.2511  0.0740
C  -1.9156  -0.0560  0.3665  -0.0821
N  -2.9123  -0.7399  -0.0807  0.1949
H  1.0565  1.8939  -1.3132  0.0836
H  1.6126  2.4103  0.1011  0.0706
H  -0.1623  2.5037  -0.1794  0.0593
H  0.3693  0.5681  1.4449  0.1672
H  1.8384  -0.1444  -1.0232  0.1003
H  2.5003  -0.0806  0.7618  0.1531
H  1.5232  -2.2882  0.8811  0.0839
H  1.6600  -2.2308  -0.7111  0.0761
H  -0.2834  -0.8577  -0.6462  0.1046
H  -1.9019  0.6166  1.1141  0.1259
H  -3.9348  -0.6666  0.2676  0.1973
H  -2.8989  -1.4084  -0.8260  0.1355

# 2
A structure of composition C33H44BrF4N6O2PPbS. Source: the Open Molecules 2025 dataset; level of theory: ωB97M-V with the def2-TZVPD basis set.

The orbital gap (alpha / beta) is 4.28 / 7.52 eV. The value obtained for the energy above the lowest of the compared OMol25 structures with the same formula, charge and spin is 14.5 kcal/mol. As for the molecular weight: 982.9 g/mol. As for the LUMO energy (alpha / beta): -2.169 / -2.169 eV. Its total charge is +1. The spin multiplicity is 2. As for the highest occupied orbital energy (alpha / beta): -6.4 / -9.7 eV.

Each line ends with the Löwdin charge.
Cartesian coordinates (Å):
Pb  0.6261  -0.1647  1.0718  1.1219
N  -0.8864  1.8003  2.0505  -0.0969
C  -2.2401  1.5081  2.5750  -0.2369
C  -2.2355  0.2786  3.4861  -0.1762
C  -2.3523  -1.0606  2.7610  -0.2179
N  -1.0568  -1.5799  2.2550  -0.0546
H  -0.3066  2.1428  2.8119  0.0539
H  -0.9354  2.5331  1.3483  0.0403
H  -2.9009  1.3385  1.7224  0.0953
H  -2.6317  2.3654  3.1278  0.1154
H  -3.0853  0.3607  4.1657  0.1174
H  -1.3296  0.2860  4.1027  0.0948
H  -3.0241  -0.9500  1.9098  0.0875
H  -2.7944  -1.7956  3.4365  0.1216
H  -1.2226  -2.3957  1.6733  0.0936
H  -0.4968  -1.9019  3.0486  0.0566
F  -2.3323  5.0991  -5.4417  0.1592
C  -2.2953  4.0820  -4.5969  -0.1305
C  -3.2729  3.1078  -4.6425  -0.1274
F  -4.2503  3.2008  -5.5330  0.1531
C  -3.2234  2.0450  -3.7582  -0.2104
F  -4.2003  1.1441  -3.8457  0.1232
C  -2.2191  1.9118  -2.8042  -0.3340
P  -2.0745  0.4241  -1.7213  1.0841
C  -2.0964  -0.8655  -3.0391  -0.3699
C  -0.9033  -0.9772  -3.7599  -0.1407
C  -0.7576  -1.9241  -4.7637  -0.0710
C  -1.8118  -2.7752  -5.0642  -0.0683
C  -3.0138  -2.6444  -4.3838  -0.0591
C  -3.1607  -1.6937  -3.3815  -0.0826
C  -3.7330  0.3671  -0.9451  -0.3903
C  -4.2301  -0.8317  -0.4345  -0.1377
C  -5.4252  -0.8600  0.2717  -0.0762
C  -6.1231  0.3156  0.5085  -0.0697
C  -5.6192  1.5198  0.0360  -0.0676
C  -4.4321  1.5459  -0.6820  -0.1037
C  -1.2501  2.9144  -2.7831  -0.5709
Br  0.1689  2.8948  -1.5258  0.8194
C  -1.2845  3.9865  -3.6595  -0.2623
F  -0.3542  4.9370  -3.6236  0.0888
H  -0.0848  -0.2915  -3.5500  0.1059
H  0.1741  -1.9938  -5.3109  0.1110
H  -1.7009  -3.5280  -5.8336  0.1101
H  -3.8512  -3.2803  -4.6419  0.1120
H  -4.1167  -1.5909  -2.8886  0.0988
H  -3.6831  -1.7550  -0.5913  0.1069
H  -5.8104  -1.8020  0.6420  0.1122
H  -7.0534  0.2936  1.0614  0.1096
H  -6.1538  2.4427  0.2228  0.1110
H  -4.0559  2.4941  -1.0484  0.1068
N  4.0788  -0.2187  1.4561  0.1501
C  5.3074  0.5851  1.1738  -0.2601
C  5.1044  2.0311  1.6211  -0.0969
C  4.0179  2.7828  0.8510  -0.3589
N  2.6820  2.3117  1.2608  0.0215
C  4.2453  2.6424  -0.6583  -0.1014
C  4.4926  1.2109  -1.1562  -0.3446
N  3.2617  0.4028  -1.0708  0.0324
C  5.5937  0.5357  -0.3291  -0.0948
H  3.5659  0.0277  2.3266  0.0256
H  4.1848  -1.2343  1.4787  0.1508
H  3.4310  -0.0379  0.6717  0.0362
H  6.1323  0.1472  1.7315  0.1523
H  6.0472  2.5566  1.4590  0.1326
H  4.8972  2.0637  2.6954  0.1283
H  4.1311  3.8426  1.0996  0.1408
H  1.9821  2.8920  0.8076  0.0366
H  2.5784  2.4523  2.2624  0.0586
H  5.1236  3.2386  -0.9134  0.1291
H  3.3985  3.0772  -1.2017  0.1009
H  4.8405  1.2813  -2.1911  0.1406
H  3.3435  -0.4722  -1.5772  0.0989
H  2.4707  0.9040  -1.4598  0.0386
H  6.5372  1.0505  -0.5151  0.1310
H  5.7194  -0.5013  -0.6556  0.1272
O  2.0566  -2.0601  1.5686  -0.4142
N  1.8636  -2.5324  2.8409  -0.2541
C  1.8349  -3.9072  3.0393  -0.0828
C  1.5285  -4.4247  4.2563  -0.1095
C  1.2121  -3.5747  5.3464  -0.1168
C  1.2350  -2.1835  5.1198  -0.1459
C  1.5678  -1.6594  3.8973  -0.7058
S  1.6395  0.0580  3.5533  0.5452
H  2.0751  -4.4995  2.1694  0.1058
H  1.5372  -5.4995  4.3750  0.0995
H  0.9511  -3.9731  6.3148  0.0841
H  1.0067  -1.4871  5.9158  0.0981
C  1.0345  -3.4054  -1.1232  -0.1227
O  0.9030  -1.9817  -1.2713  -0.2503
H  1.5096  -3.8473  -2.0019  0.0827
H  0.0605  -3.8778  -0.9738  0.0842
H  1.6502  -3.5671  -0.2442  0.0510
H  0.2695  -1.8269  -1.9846  0.0208

# 3
A cluster of 6 separate species, C34H68ClN2O11 in total. Source: the Open Molecules 2025 dataset; level of theory: ωB97M-V with the def2-TZVPD basis set.

The orbital gap is 7.05 eV. As for the molecular weight: 716.4 g/mol. As for the LUMO energy: -3.538 eV. Its total charge is +1. The spin multiplicity is 1. As for the highest occupied orbital energy: -10.6 eV.

Each line ends with the Löwdin charge.
Cartesian coordinates (Å):
C  3.6482  -3.2460  1.0688  -0.1076
C  3.5745  -1.6962  0.4698  -0.1457
C  4.3953  -0.4483  1.1782  -0.0007
C  4.2050  1.0680  0.5149  -0.0397
C  3.2685  1.3925  -0.7929  -0.0541
C  2.4683  0.1382  -1.4818  -0.0341
C  2.6209  -1.4005  -0.8448  -0.1549
C  1.7083  -2.5587  -1.6194  -0.1113
C  0.1379  -2.0845  -1.7665  -0.0901
C  -0.9466  -2.2619  -2.9927  0.0579
N  -2.2937  -1.6514  -2.5596  0.0755
C  -2.1932  -1.0673  -1.1602  -0.0866
C  -3.3415  -0.3180  -0.2218  -0.1232
C  -4.2757  -1.3681  0.6334  -0.1591
C  -3.5399  -2.0381  1.9367  -0.2384
O  -4.5089  -2.0853  3.0816  -0.1420
N  -0.7531  -1.3435  -0.7849  -0.4288
Cl  -0.3492  -0.7351  0.7797  0.7639
H  2.5973  -3.7980  1.0046  0.0737
H  4.3964  -3.9230  0.4515  0.0944
H  3.9493  -3.2807  2.2117  0.0904
H  5.0686  -0.5890  2.1250  0.0980
H  4.7524  2.0044  1.0132  0.0910
H  3.1237  2.4865  -1.2330  0.1017
H  1.7784  0.3033  -2.4196  0.0938
H  2.0966  -2.7459  -2.7290  0.1421
H  1.7693  -3.6105  -1.0646  0.1222
H  -0.7100  -2.7971  -4.0218  0.1400
H  -3.1432  -1.6532  -3.1763  0.1548
H  -4.0516  0.2447  -0.9892  0.1346
H  -2.8708  0.5325  0.4521  0.1261
H  -5.2052  -0.7395  1.0248  0.1374
H  -4.6821  -2.2673  -0.0230  0.1238
H  -3.1759  -3.1273  1.6463  0.1346
H  -2.6125  -1.4414  2.3431  0.0944
H  -4.3129  -2.9831  3.5171  0.1173
C  -8.4888  -2.9587  6.4901  -0.1119
O  -9.0253  -3.4676  5.2727  -0.2005
C  -10.2375  -2.8096  4.8931  -0.1905
C  -9.9785  -1.6872  3.8764  -0.1912
O  -9.1709  -0.6466  4.4352  -0.1946
C  -7.7907  -0.7962  4.1139  -0.1176
H  -7.4306  -3.2285  6.5377  0.0875
H  -8.5713  -1.8715  6.5640  0.0830
H  -9.0113  -3.4178  7.3378  0.0900
H  -10.7651  -2.4317  5.7771  0.1266
H  -10.8765  -3.5633  4.4222  0.1230
H  -10.9392  -1.2364  3.6063  0.1236
H  -9.5241  -2.0795  2.9617  0.1198
H  -7.6039  -0.4011  3.1122  0.0786
H  -7.4604  -1.8377  4.1592  0.0758
H  -7.2083  -0.2191  4.8371  0.0930
C  7.8414  5.9001  -2.3771  -0.1107
O  8.1746  6.3182  -1.0567  -0.1943
C  7.0235  6.7000  -0.2982  -0.1872
C  6.5244  5.5510  0.5913  -0.1853
O  6.0809  4.4361  -0.1882  -0.2214
C  7.0873  3.4377  -0.3329  -0.1130
H  8.6708  5.3047  -2.7677  0.0920
H  6.9345  5.2912  -2.4090  0.0790
H  7.7056  6.7820  -3.0144  0.0896
H  6.2286  7.0651  -0.9597  0.1247
H  7.3266  7.5311  0.3465  0.1255
H  5.6603  5.9058  1.1627  0.1177
H  7.2934  5.2412  1.3053  0.1267
H  7.1054  2.8054  0.5583  0.0787
H  8.0812  3.8648  -0.4936  0.0891
H  6.8337  2.8218  -1.1999  0.0798
C  7.8787  -0.7464  -4.8628  -0.1098
O  7.7119  -0.0856  -3.6119  -0.1951
C  6.3724  -0.1804  -3.1188  -0.1891
C  6.2197  -1.3294  -2.1104  -0.1938
O  6.4633  -2.6008  -2.7199  -0.2023
C  7.7999  -3.0531  -2.5212  -0.1085
H  8.9439  -0.9461  -5.0056  0.0927
H  7.3400  -1.6959  -4.9119  0.0814
H  7.5283  -0.0916  -5.6695  0.0888
H  5.6618  -0.2817  -3.9479  0.1246
H  6.1528  0.7619  -2.6068  0.1049
H  5.1853  -1.3397  -1.7514  0.0838
H  6.8730  -1.1849  -1.2447  0.1258
H  7.8871  -3.5119  -1.5331  0.0854
H  8.5330  -2.2467  -2.6115  0.0851
H  8.0214  -3.8058  -3.2826  0.0918
C  2.1414  5.8799  0.6708  -0.1097
O  2.4746  6.2981  1.9912  -0.2008
C  1.3235  6.6798  2.7497  -0.1878
C  0.8244  5.5308  3.6392  -0.1878
O  0.3809  4.4159  2.8597  -0.2000
C  1.3873  3.4176  2.7150  -0.1160
H  2.9708  5.2845  0.2802  0.0783
H  1.2345  5.2710  0.6389  0.0811
H  2.0056  6.7618  0.0335  0.0915
H  0.5286  7.0449  2.0882  0.1259
H  1.6266  7.5109  3.3944  0.1251
H  -0.0397  5.8856  4.2106  0.1245
H  1.5934  5.2211  4.3532  0.1249
H  1.4054  2.7853  3.6062  0.0869
H  2.3812  3.8446  2.5543  0.0812
H  1.1337  2.8016  1.8480  0.0771
C  -6.2586  -3.5041  -4.7412  -0.1077
O  -5.9254  -3.0859  -3.4208  -0.2273
C  -7.0765  -2.7042  -2.6623  -0.1936
C  -7.5756  -3.8532  -1.7728  -0.1901
O  -8.0191  -4.9681  -2.5523  -0.1887
C  -7.0127  -5.9664  -2.6970  -0.1072
H  -5.4292  -4.0995  -5.1318  0.0901
H  -7.1655  -4.1130  -4.7731  0.0884
H  -6.3944  -2.6222  -5.3785  0.0905
H  -7.8714  -2.3391  -3.3238  0.1299
H  -6.7734  -1.8731  -2.0176  0.1110
H  -8.4397  -3.4984  -1.2014  0.1273
H  -6.8066  -4.1629  -1.0588  0.1176
H  -6.9946  -6.5987  -1.8058  0.0897
H  -6.0188  -5.5394  -2.8577  0.0783
H  -7.2663  -6.5824  -3.5640  0.0946

# 4
The molecule C3H4F2. Source: the Open Molecules 2025 dataset; level of theory: ωB97M-V with the def2-TZVPD basis set.

The orbital gap is 11.84 eV. The value obtained for the energy above the lowest of the compared OMol25 structures with the same formula, charge and spin is 27.2 kcal/mol. As for the molecular weight: 78.1 g/mol. As for the LUMO energy: 1.203 eV. The spin multiplicity is 1. As for the highest occupied orbital energy: -10.6 eV.

Each line ends with the Löwdin charge.
Cartesian coordinates (Å):
C  -0.6047  -0.3638  -0.6391  -0.0442
C  0.0645  0.4540  0.1153  -0.0729
C  1.7287  -0.0113  0.3599  -0.3792
F  2.3916  0.9085  -0.4077  0.0176
F  2.0402  -1.2177  -0.0494  0.0782
H  -1.5927  -0.2200  -0.8676  0.0149
H  -0.0585  -1.2885  -1.1838  0.1226
H  -0.4149  1.3349  0.6556  0.1122
H  1.9175  0.1050  1.4771  0.1508